Version i
5
Properties=species:S:1:pos:R:3:nbo_charge:R:1 method="wB97M-V/def2-TZVPD" total_charge=0 spin_multiplicity=1
N -0.05958 0.57651 -0.11893 -0.8805
S 0.42880 1.08838 1.23041 0.6905
Br -0.11746 -0.17847 3.03035 -0.1888
Br 0.42943 -1.33526 -3.92176 -0.0008
H -0.68119 -0.15116 -0.22006 0.3796

---

Version ii
5
Properties=species:S:1:pos:R:3:nbo_charge:R:1 method="wB97M-V/def2-TZVPD" total_charge=0 spin_multiplicity=1
N 1.24930 -0.29196 -0.42977 -0.8397
S -0.14695 0.26670 -0.87296 0.8668
Br -0.78035 1.92262 0.36852 -0.0501
Br -1.78746 -1.68795 0.35369 -0.3630
H 1.46545 -0.20941 0.58052 0.3860

---

version ii is favored, and the nearest alternative lies 0.823 eV above it.

---

Version i
9
Properties=species:S:1:pos:R:3:nbo_charge:R:1 method="wB97M-V/def2-TZVPD" total_charge=0 spin_multiplicity=1 smiles="ClC=C(Cl)Cl.N=O"
Cl 2.79120 -0.81356 -0.38868 0.0535
C 1.54689 -0.39429 -1.39804 -0.2892
C 1.41313 0.78697 -2.00340 -0.1036
Cl -0.08676 1.10222 -2.87149 0.0296
Cl 2.53328 2.03484 -1.99795 0.0888
H 0.82562 -1.09862 -1.37995 0.2259
N 0.33653 1.52368 0.68535 -0.0064
O -0.48026 1.13359 1.52729 -0.2455
H 1.28778 1.83731 1.27605 0.2469

---

Version ii
9
Properties=species:S:1:pos:R:3:nbo_charge:R:1 method="wB97M-V/def2-TZVPD" total_charge=0 spin_multiplicity=1
C -0.75410 -0.08368 1.38850 0.4762
C 0.60120 0.38817 -1.41385 -0.1029
N 0.33050 -0.44102 0.75558 -0.6778
O -1.50748 0.83102 1.28336 -0.6227
Cl 0.09872 1.95258 -1.23054 0.2224
Cl 2.25488 -0.00138 -1.53877 0.1522
Cl -0.49501 -0.62641 -2.33397 0.1080
H -1.00128 -0.64476 2.30324 0.0929
H 0.47258 -1.37452 0.78645 0.3517

---

version ii is favored, and the nearest alternative lies 0.305 eV above it.

---

Version i
10
Properties=species:S:1:pos:R:3:nbo_charge:R:1 method="wB97M-V/def2-TZVPD" total_charge=0 spin_multiplicity=1 smiles=ClC[C@@H]1CO1
Cl -2.62281 -0.16381 -0.19337 -0.0887
C -1.03203 0.58867 0.26175 -0.3725
C 0.06949 -0.04253 -0.45662 0.0355
C 1.32495 -0.62570 0.15711 -0.1005
O 1.23945 0.62835 -0.41409 -0.4744
H -0.91629 0.48955 1.36612 0.2260
H -1.19677 1.63978 -0.06678 0.2323
H -0.17593 -0.46328 -1.41449 0.1825
H 1.51639 -0.74348 1.23004 0.1849
H 1.79356 -1.30755 -0.46967 0.1750

---

Version ii
10
Properties=species:S:1:pos:R:3:nbo_charge:R:1 method="wB97M-V/def2-TZVPD" total_charge=0 spin_multiplicity=1
C 0.00477 1.35097 -0.09022 -0.1151
C -0.01812 0.01884 0.56872 -0.0278
C -0.65880 -0.21175 1.69829 -0.4049
H -1.03040 0.30330 -1.75100 0.4269
H -0.39420 1.78646 0.72663 0.1850
H 1.16546 1.58689 -0.43816 0.1715
H -1.20713 0.62279 2.30322 0.2256
H -0.85851 -1.25644 1.93156 0.2250
O -0.62860 1.63972 -1.29969 -0.6483
Cl 0.66980 -1.35936 -0.31973 -0.0379

---

version i is favored, and the nearest alternative lies 2.796 eV above it.

---

Version i
21
Properties=species:S:1:pos:R:3:nbo_charge:R:1 method="wB97M-V/def2-TZVPD" total_charge=-1 spin_multiplicity=1
C 1.47873 -2.53875 -0.78728 -0.6441
C 0.31775 -1.64370 -0.62745 -0.2290
C 0.02240 -0.88474 0.43414 0.0460
C 0.94129 -0.62578 1.59767 -0.6584
C -1.01890 0.18744 0.29647 -0.4424
C -0.52438 1.56751 -0.11113 -0.4479
C -1.51999 2.68366 -0.67778 -0.0077
O -0.77695 3.71568 -1.16477 -0.9711
H 1.32673 -3.56126 -0.39213 0.1995
H 1.67356 -2.77053 -1.83610 0.2087
H 2.35573 -2.15983 -0.27096 0.2053
H -0.32380 -1.48632 -1.49100 0.1964
H 0.37990 -0.67094 2.53164 0.2088
H 1.40942 0.36561 1.60795 0.2322
H 1.82538 -1.26702 1.54840 0.1954
H -1.76974 -0.10070 -0.46116 0.1923
H -1.61784 0.27143 1.21820 0.1840
H 0.23377 1.47311 -0.89560 0.1933
H -0.12624 2.14072 0.72833 0.1862
H -2.08719 3.07109 0.18661 0.0808
H -2.19962 2.23331 -1.43402 0.0715

---

Version ii
21
Properties=species:S:1:pos:R:3:nbo_charge:R:1 method="wB97M-V/def2-TZVPD" total_charge=-1 spin_multiplicity=1
C -0.18883 2.19386 0.08372 -0.0155
O 0.65203 1.09419 -0.08039 -0.9933
C -1.17106 2.09999 1.29798 -0.4264
C -2.32316 1.15940 0.87602 -0.6063
H -0.78788 2.36724 -0.83248 0.0926
H 0.37809 3.14884 0.24184 0.0824
H -1.58089 3.08916 1.47550 0.1637
H -0.67739 1.65412 2.16500 0.1916
H -1.97162 0.19512 0.53972 0.2197
H -2.90069 1.58434 0.04288 0.1787
H -3.04831 1.01859 1.68590 0.1710
C -0.49742 -2.43405 -1.59976 -0.4604
C 0.44291 -1.59827 -1.09266 -0.2120
C 1.49945 -2.06308 -0.24861 -0.2667
C 2.27103 -1.17434 0.45488 -0.3788
H -0.41763 -3.51983 -1.37809 0.1608
H -1.34952 -2.07538 -2.15533 0.1844
H 0.30245 -0.51689 -1.16863 0.2903
H 1.60308 -3.15014 -0.05148 0.1681
H 3.13790 -1.50306 1.03611 0.1632
H 1.89859 -0.14672 0.41278 0.2930

---

version i is favored, and the nearest alternative lies 0.358 eV above it.

---

Version i
13
Properties=species:S:1:pos:R:3:nbo_charge:R:1 method="wB97M-V/def2-TZVPD" total_charge=+1 spin_multiplicity=1 smiles=N[C@@H]1[NH2+][C@H]1N
N -1.77594 0.60951 0.07803 -0.7852
C -0.54492 0.32360 -0.35323 0.1309
N -0.09585 -1.19870 0.06375 -0.7264
C 0.61853 0.31525 0.47644 0.1758
N 1.82500 0.43649 -0.12608 -0.7831
H -2.62272 0.40884 -0.41856 0.4335
H -1.74671 0.75443 1.05970 0.3923
H -0.43091 0.43070 -1.41368 0.2290
H -0.73394 -1.70122 0.60976 0.4090
H 0.49301 -1.87391 -0.59203 0.4347
H 0.50397 0.42286 1.54309 0.2452
H 2.76480 0.33790 0.19678 0.4399
H 1.74569 0.73423 -1.12396 0.4044

---

Version ii
13
Properties=species:S:1:pos:R:3:nbo_charge:R:1 method="wB97M-V/def2-TZVPD" total_charge=+1 spin_multiplicity=1
C 0.51824 -0.07609 -0.56160 0.6233
C 0.91272 -1.35060 -0.83430 -0.7789
N 0.40165 1.08058 -0.60531 -0.0774
N -1.03107 -0.53322 1.29177 -1.1040
N 0.12457 2.31359 -0.36327 -0.5860
H 1.55498 -1.41884 -1.72753 0.3073
H -0.02330 -1.90829 -1.24156 0.2938
H 1.25045 -1.89502 0.08261 0.3192
H -1.17280 -1.44151 1.88161 0.3985
H -1.75958 -0.46948 0.52115 0.3771
H 0.40339 2.59839 0.60271 0.4198
H 0.19097 3.00715 -1.05145 0.4241
H -1.37023 0.09333 2.00516 0.3833

---

version i is favored, and the nearest alternative lies 1.345 eV above it.

---

Version i
22
Properties=species:S:1:pos:R:3:nbo_charge:R:1 method="wB97M-V/def2-TZVPD" total_charge=0 spin_multiplicity=1 smiles="CNN=C(C)C.NC=O"
C -0.00042 -2.30679 0.28341 -0.4073
N 0.21903 -0.87724 0.21109 -0.5143
N -0.27315 -0.34371 -0.95999 -0.2804
C 0.20158 0.76542 -1.38306 0.2314
C 1.38303 1.49192 -0.79065 -0.6993
C -0.45253 1.37460 -2.58798 -0.6416
H 0.60179 -2.85216 -0.45035 0.1891
H -1.05377 -2.53225 0.09323 0.1926
H 0.27438 -2.65585 1.28002 0.1923
H 1.02910 -0.36860 0.97580 0.4513
H 2.22851 0.81063 -0.66776 0.2313
H 1.68406 2.32082 -1.42904 0.2190
H 1.15153 1.90089 0.19468 0.2397
H -0.82922 2.37414 -2.35376 0.2116
H 0.27085 1.48323 -3.40063 0.2126
H -1.27851 0.75277 -2.92621 0.2296
N -1.30599 -0.60107 2.70175 -0.8008
C -0.48068 0.16699 1.95298 0.5553
O 0.76724 0.26472 2.23364 -0.7514
H -2.24539 -0.77903 2.38801 0.3958
H -0.88370 -1.29305 3.30128 0.3993
H -1.00774 0.90363 1.33355 0.1443

---

Version ii
22
Properties=species:S:1:pos:R:3:nbo_charge:R:1 method="wB97M-V/def2-TZVPD" total_charge=0 spin_multiplicity=1 smiles="NN=C=O.C=C.CNC"
N -2.35182 -0.04671 -1.30399 -0.6270
N -2.25435 1.31948 -1.57128 -0.4132
C -1.37946 2.08184 -1.87129 0.8250
O -0.70782 2.98515 -2.17931 -0.5140
H -1.89926 -0.24097 -0.40965 0.3628
H -3.34330 -0.23911 -1.18188 0.3687
C -0.04036 0.60199 1.56737 -0.2713
C 1.01123 0.78229 2.46050 -0.6514
H -0.86582 -0.04849 1.83431 0.1813
H -0.31092 1.40714 0.89406 0.1861
H 1.00314 0.24239 3.39867 0.1970
H 1.55208 1.71955 2.44979 0.1999
C 0.54392 -2.06681 0.14099 -0.4214
N 0.87968 -0.64566 0.15834 -0.5901
C 1.21887 -0.12601 -1.16450 -0.4265
H 1.35458 -2.67237 -0.27961 0.1828
H -0.34910 -2.22366 -0.46584 0.1945
H 0.35965 -2.39846 1.16230 0.2051
H 1.66502 -0.45546 0.87810 0.4185
H 0.37122 -0.25194 -1.83917 0.1991
H 2.07439 -0.65466 -1.59936 0.1837
H 1.46843 0.93049 -1.07856 0.2105

---

version i is favored, and the nearest alternative lies 1.762 eV above it.